[1]
Density functional theory data (wB97M-V/def2-TZVPD) for C4H6OS2 in the gas phase in a non-equilibrium geometry.

**Structure (SMILES)**: CSC(=S)[C@H]1CO1
**Energy above the lowest of the compared OMol25 structures with the same formula, charge and spin**: 41.29 kcal/mol
**HOMO level**: -8.749 eV

```
! wB97M-V def2-TZVPD RIJCOSX def2/J DEFGRID3
* xyz 0 1
C -1.50 -0.99 2.07
S -1.35 0.42 1.01
C -0.05 -0.02 -0.03
S 0.78 -1.43 0.00
C 0.30 1.10 -0.97
C 1.70 1.41 -1.32
O 0.86 0.73 -2.22
H -2.30 -0.71 2.76
H -0.54 -1.14 2.65
H -1.75 -1.87 1.51
H -0.44 1.83 -1.11
H 1.90 2.38 -1.67
H 2.52 0.85 -0.92
*
```



[2]
Density functional theory data (wB97M-V/def2-TZVPD) for 2 unconnected molecules or ions with the total composition C5H15N2O in a non-equilibrium geometry.

**Energy above the lowest of the compared OMol25 structures with the same formula, charge and spin**: 47.69 kcal/mol
**HOMO level**: -11.352 eV

```
! wB97M-V def2-TZVPD RIJCOSX def2/J DEFGRID3
* xyz 1 1
C 1.35 -0.68 2.03
C 0.71 0.67 1.71
C -0.62 0.58 1.07
C -0.79 1.14 -0.17
N -1.93 1.04 -0.88
C -1.87 1.33 -2.33
N 0.78 -1.74 1.05
H 2.44 -0.72 2.04
H 1.09 -1.05 3.04
H 0.53 1.33 2.66
H 1.37 1.40 1.25
H -1.41 0.06 1.63
H -0.04 1.89 -0.32
H -2.79 0.72 -0.47
H -1.83 2.41 -2.50
H -1.00 0.79 -2.73
H -2.79 0.93 -2.78
H 1.35 -2.57 0.96
H 0.64 -1.22 0.16
H -0.17 -2.00 1.28
H 1.26 -0.78 -2.42
H 2.16 -2.03 -2.44
O 1.59 -1.50 -1.87
*
```



[3]
Density functional theory data (wB97M-V/def2-TZVPD) for a gas-phase ion, C9H13N2O3S (charge +1) in a non-equilibrium geometry.

**Energy above the lowest of the compared OMol25 structures with the same formula, charge and spin**: 24.79 kcal/mol
**HOMO level**: -12.773 eV

```
! wB97M-V def2-TZVPD RIJCOSX def2/J DEFGRID3
* xyz 1 1
C -1.27 -0.10 -2.51
C -0.97 0.00 -1.22
C -0.43 0.83 -3.65
C 0.64 1.76 -1.23
C 1.16 -1.27 1.32
C 1.44 0.18 1.17
C -0.33 -1.22 1.89
C 0.08 0.75 0.82
C -0.30 -1.14 3.45
N -0.13 0.81 -0.68
N -0.66 0.67 -4.91
O 1.23 2.58 -0.64
O -0.88 -0.09 1.33
O -0.08 0.22 3.80
S 0.62 1.97 -3.08
H -1.63 -0.99 -2.87
H -1.43 -0.62 -0.45
H 1.25 -1.72 0.27
H 1.79 -1.81 2.00
H 1.83 0.71 2.05
H 2.20 0.44 0.44
H -1.05 -2.12 1.58
H -0.33 1.73 1.15
H 0.60 -1.75 3.94
H -1.37 -1.54 3.79
H -1.19 -0.18 -5.33
H -0.10 1.16 -5.52
H -0.70 0.74 3.11
*
```



[4]
Density functional theory data (wB97M-V/def2-TZVPD) for a gas-phase ion, C10H11N2O (charge +1) in a non-equilibrium geometry.

**Structure (SMILES)**: C[N@+]1(c2ccccc2)C=CC(=O)N1
**Energy above the lowest of the compared OMol25 structures with the same formula, charge and spin**: 67.80 kcal/mol
**HOMO level**: -13.628 eV

```
! wB97M-V def2-TZVPD RIJCOSX def2/J DEFGRID3
* xyz 1 1
C 0.57 -1.59 1.73
N -0.37 -0.57 0.55
C 0.47 0.19 -0.34
C 1.59 0.88 0.16
C 2.32 1.69 -0.65
C 1.98 1.84 -1.95
C 0.80 1.26 -2.41
C 0.02 0.40 -1.61
C -1.27 0.27 1.33
C -2.53 -0.10 1.20
C -2.54 -1.44 0.39
O -3.43 -2.23 0.28
N -1.23 -1.62 -0.05
H 0.33 -2.60 1.28
H 1.61 -1.32 1.92
H -0.08 -1.47 2.63
H 1.64 0.82 1.29
H 3.11 2.33 -0.27
H 2.58 2.42 -2.57
H 0.59 1.40 -3.37
H -0.87 0.01 -1.84
H -0.70 1.08 1.71
H -3.58 0.25 1.58
H -1.00 -1.91 -0.98
*
```



[5]
Density functional theory data (wB97M-V/def2-TZVPD) for 2 unconnected molecules or ions with the total composition C5H14 in a non-equilibrium geometry.

**Structure (SMILES)**: CCC.CC
**Energy above the lowest of the compared OMol25 structures with the same formula, charge and spin**: 10.14 kcal/mol
**HOMO level**: -11.342 eV

```
! wB97M-V def2-TZVPD RIJCOSX def2/J DEFGRID3
* xyz 0 1
C -1.68 -0.51 0.44
C -0.75 0.32 1.36
C -1.55 1.07 2.46
H -2.59 0.07 0.27
H -1.87 -1.49 0.88
H -1.29 -0.77 -0.55
H -0.09 -0.32 1.93
H -0.24 1.00 0.69
H -1.53 0.62 3.45
H -1.20 2.11 2.49
H -2.58 1.16 2.13
C 1.45 -0.39 -2.57
C 2.33 -0.43 -1.33
H 0.47 0.03 -2.33
H 1.87 0.26 -3.34
H 1.33 -1.40 -2.96
H 3.39 -0.63 -1.56
H 2.10 -1.23 -0.63
H 2.44 0.54 -0.84
*
```



[6]
Density functional theory data (wB97M-V/def2-TZVPD) for a molecular structure, C32H24ClF3N5O16P2S2W in a non-equilibrium geometry.

**Energy above the lowest of the compared OMol25 structures with the same formula, charge and spin**: 26.07 kcal/mol
**HOMO level**: -11.467 eV

```
! wB97M-V def2-TZVPD RIJCOSX def2/J DEFGRID3
* xyz 1 1
W 0.82 0.44 -0.60
O -6.34 -2.52 -0.75
N -5.27 -2.88 -1.18
O -5.01 -4.00 -1.57
C -4.18 -1.88 -1.20
C -4.56 -0.60 -1.38
C -3.59 0.44 -1.49
C -3.90 1.76 -1.86
C -2.87 2.64 -2.04
C -1.56 2.24 -1.79
N -1.24 1.02 -1.38
C -2.25 0.12 -1.28
C -1.87 -1.23 -1.05
N -0.55 -1.43 -0.90
C -0.08 -2.66 -0.94
C -0.93 -3.76 -1.01
C -2.29 -3.58 -1.03
C -2.80 -2.27 -1.09
H -5.61 -0.36 -1.46
H -4.93 2.04 -2.03
H -3.04 3.66 -2.37
H -0.75 2.95 -1.93
H 0.98 -2.77 -0.90
H -0.50 -4.75 -1.01
H -2.95 -4.43 -1.05
C -0.50 0.42 7.92
C -0.61 0.11 6.46
C -1.63 -0.72 5.99
C -1.74 -1.03 4.65
C -0.81 -0.51 3.76
C 0.21 0.32 4.19
C 0.29 0.63 5.54
S -1.02 -1.00 2.08
O -0.29 -2.19 1.79
O -2.44 -0.98 1.81
N -0.34 0.25 1.18
C -0.76 1.54 1.43
C -1.69 2.07 2.33
C -1.80 3.45 2.36
C -1.03 4.25 1.52
C -0.19 3.64 0.60
N -0.10 2.30 0.56
H -0.09 -0.44 8.46
H -1.47 0.65 8.36
H 0.17 1.26 8.10
H -2.35 -1.13 6.69
H -2.55 -1.66 4.29
H 0.93 0.72 3.50
H 1.08 1.28 5.88
H -2.28 1.44 2.97
H -2.50 3.91 3.05
H -1.09 5.32 1.54
H 0.38 4.20 -0.12
O 4.68 1.97 0.61
P 3.46 1.69 -0.31
O 3.55 0.65 -1.34
O 2.20 1.39 0.57
O 3.17 3.14 -0.97
P 2.01 3.23 -2.10
O 2.75 2.90 -3.44
O 1.28 4.49 -2.08
O 1.16 1.95 -1.81
H 4.98 2.88 0.68
H 2.71 3.62 -4.09
Cl 4.97 -2.27 -7.34
C 3.78 -1.72 -6.22
C 4.13 -1.54 -4.89
C 3.17 -1.11 -4.00
C 1.87 -0.85 -4.44
C 1.54 -1.03 -5.78
C 2.49 -1.47 -6.68
C 0.82 -0.38 -3.53
O -0.29 -0.04 -3.82
O 1.21 -0.43 -2.21
H 5.14 -1.74 -4.57
H 3.43 -0.93 -2.96
H 0.53 -0.83 -6.11
H 2.25 -1.62 -7.72
F 4.10 -3.55 1.67
C 2.85 -3.18 1.45
F 2.09 -3.59 2.45
F 2.43 -3.75 0.32
S 2.83 -1.31 1.35
O 2.30 -0.85 2.59
O 4.13 -0.94 0.93
O 1.80 -1.08 0.19
*
```



[7]
Density functional theory data (wB97M-V/def2-TZVPD) for a molecular structure, C21H24N9O2OsS4.

**Energy above the lowest of the compared OMol25 structures with the same formula, charge and spin**: 17.16 kcal/mol
**<S²>**: 6.053
**HOMO level (alpha / beta)**: -15.692 / -15.841 eV

```
! wB97M-V def2-TZVPD RIJCOSX def2/J DEFGRID3
* xyz 3 5
Os -0.13 0.24 0.35
C -0.92 -1.33 4.58
C -0.89 -0.79 3.18
N 0.14 -0.42 2.53
N 1.40 -0.48 3.03
C 2.44 -0.15 2.23
N 3.66 -0.23 2.76
S 2.27 0.35 0.62
C -2.15 -0.72 2.39
C -3.37 -1.08 2.94
C -4.49 -1.13 2.12
C -4.36 -0.82 0.78
C -3.12 -0.42 0.30
N -2.04 -0.36 1.09
H 0.06 -1.46 5.02
H -1.42 -2.30 4.59
H -1.48 -0.65 5.23
H 1.56 -0.84 3.97
H 3.83 -0.50 3.71
H 4.46 -0.04 2.18
H -3.44 -1.34 3.98
H -5.45 -1.42 2.53
H -5.19 -0.88 0.10
H -2.99 -0.11 -0.73
N -7.29 6.08 -1.91
C -6.25 5.28 -1.90
C -6.43 3.86 -1.81
C -5.34 3.04 -1.84
C -4.05 3.58 -1.95
C -3.85 4.98 -2.04
C -4.92 5.82 -2.01
S -2.64 2.49 -2.17
O -3.20 1.26 -2.64
O -1.73 3.25 -2.98
N -2.04 2.17 -0.74
C -1.09 2.91 -0.15
S -0.76 4.58 -0.29
C 0.53 4.44 0.86
C 0.68 3.17 1.24
N -0.23 2.28 0.66
H -8.24 5.73 -1.86
H -7.19 7.09 -1.99
H -7.44 3.46 -1.75
H -5.46 1.96 -1.82
H -2.86 5.37 -2.18
H -4.80 6.89 -2.10
H 1.11 5.29 1.16
H 1.44 2.80 1.91
C 1.82 -1.09 -3.45
N 0.38 -1.38 -3.46
C -0.40 -1.45 -4.59
C -1.66 -1.77 -4.19
N -1.61 -1.87 -2.82
C -0.37 -1.63 -2.38
S 0.24 -1.81 -0.75
H 2.10 -0.76 -4.45
H 2.37 -2.00 -3.20
H 2.03 -0.31 -2.73
H 0.00 -1.28 -5.57
H -2.56 -1.92 -4.76
H -2.38 -2.14 -2.23
*
```



[8]
Density functional theory data (wB97M-V/def2-TZVPD) for C10H12O2S in the gas phase in a non-equilibrium geometry.

**Energy above the lowest of the compared OMol25 structures with the same formula, charge and spin**: 114.97 kcal/mol
**HOMO level (alpha / beta)**: -8.774 / -8.773 eV

```
! wB97M-V def2-TZVPD RIJCOSX def2/J DEFGRID3
* xyz 0 1
C 1.97 -0.83 -2.73
C 2.40 0.29 -2.03
C 0.89 -1.56 -2.29
C 1.55 0.72 -1.01
C 0.11 -1.17 -1.22
C 0.38 0.11 -0.63
C -0.20 -0.96 1.97
C -1.96 0.35 0.55
C -0.44 0.72 0.43
C -0.14 2.10 1.07
O -2.79 -1.89 2.05
O -2.35 0.12 3.27
S -1.93 -0.66 2.13
H 2.60 -1.14 -3.65
H 3.16 1.04 -2.31
H 0.62 -2.34 -2.93
H 1.68 1.64 -0.37
H -0.68 -1.81 -0.94
H -0.12 -1.98 1.54
H 0.35 -0.95 2.95
H -2.44 1.27 0.77
H -2.36 -0.07 -0.41
H -0.26 1.91 2.12
H -0.95 2.70 0.73
H 0.90 2.37 0.93
*
```



[9]
Density functional theory data (wB97M-V/def2-TZVPD) for a gas-phase ion, C4H11N3 (charge +2) in a non-equilibrium geometry.

**Structure (SMILES)**: [NH2+]=C1NCC[C@@H]1[NH3+]
**Energy above the lowest of the compared OMol25 structures with the same formula, charge and spin**: 16.28 kcal/mol
**HOMO level**: -19.563 eV

```
! wB97M-V def2-TZVPD RIJCOSX def2/J DEFGRID3
* xyz 2 1
N 2.07 -0.55 -0.76
C 1.18 0.02 0.04
N 1.10 0.55 1.22
C -0.24 1.04 1.68
C -1.31 0.43 0.66
C -0.46 0.12 -0.65
N -1.01 -0.98 -1.46
H 1.99 -0.55 -1.73
H 3.01 -0.80 -0.52
H 1.81 0.43 1.89
H -0.16 2.18 1.61
H -0.21 0.57 2.66
H -1.64 -0.63 1.05
H -2.22 0.98 0.45
H -0.45 0.96 -1.30
H -2.00 -0.98 -1.25
H -0.58 -1.98 -1.14
H -0.87 -0.81 -2.44
*
```



[10]
Density functional theory data (wB97M-V/def2-TZVPD) for 6 unconnected molecules or ions with the total composition C45H38BBrFN8O18 in a non-equilibrium geometry.

**HOMO level**: -5.484 eV

```
! wB97M-V def2-TZVPD RIJCOSX def2/J DEFGRID3
* xyz -1 1
C -1.26 0.54 -1.00
C -2.34 1.11 -2.14
O -1.88 1.38 -3.38
O -3.72 1.30 -1.68
C -4.62 1.74 -2.75
C -4.57 3.33 -3.12
C -3.99 3.82 -4.56
C -4.60 3.05 -5.87
O -3.96 3.27 -7.06
Br -6.20 1.86 -5.93
O -6.03 3.68 -3.10
B -6.40 5.02 -2.55
C -7.72 5.08 -1.56
O -8.94 4.59 -1.91
N -7.64 5.74 -0.20
C -7.80 4.73 0.91
O -7.00 3.67 1.07
F -8.90 4.92 1.92
O -5.09 5.52 -2.08
C -4.05 4.44 -2.03
N -4.04 4.13 -0.55
C -3.99 5.31 0.18
O -3.57 6.55 0.56
C -2.58 5.17 -2.27
C -1.25 4.42 -1.62
C 0.15 5.26 -2.00
C -0.06 6.60 -2.90
N -1.30 7.26 -3.42
C -2.58 6.56 -3.12
H -0.18 0.39 -1.42
H -1.27 1.35 -0.13
H -1.71 -0.45 -0.49
H -5.73 1.49 -2.39
H -4.45 1.03 -3.69
H -4.28 4.97 -4.69
H -2.80 3.72 -4.65
H -6.77 5.58 -3.54
H -6.72 6.23 -0.07
H -1.27 3.43 -1.01
H 1.21 4.90 -1.64
H 0.96 7.16 -3.19
H -3.58 7.04 -3.56
C -4.98 3.05 4.93
C -5.36 2.52 3.70
C -4.45 1.75 2.95
C -3.17 1.53 3.46
C -2.78 2.07 4.69
C -3.69 2.83 5.42
N -2.22 0.71 2.70
O -2.59 0.26 1.60
O -1.10 0.50 3.20
H -5.69 3.64 5.50
H -6.36 2.69 3.31
H -4.76 1.34 2.00
H -1.78 1.91 5.10
H -3.40 3.26 6.38
C -6.79 -2.32 1.68
C -7.32 -3.06 0.61
C -6.63 -3.13 -0.60
C -5.41 -2.46 -0.74
C -4.87 -1.72 0.33
C -5.57 -1.65 1.53
N -4.67 -2.55 -2.00
O -5.18 -3.20 -2.92
O -3.57 -1.97 -2.07
H -7.32 -2.28 2.62
H -8.27 -3.58 0.73
H -7.06 -3.70 -1.42
H -3.93 -1.19 0.23
H -5.17 -1.08 2.37
C 5.48 -0.81 0.66
C 5.55 0.00 -0.48
C 4.51 0.88 -0.78
C 3.40 0.95 0.08
C 3.33 0.14 1.22
C 4.37 -0.74 1.51
N 2.32 1.89 -0.22
O 2.41 2.58 -1.25
O 1.37 1.95 0.58
H 6.30 -1.49 0.90
H 6.42 -0.06 -1.13
H 4.58 1.50 -1.67
H 2.47 0.18 1.89
H 4.33 -1.37 2.39
C 9.85 -2.99 5.16
C 8.69 -2.21 5.05
C 7.75 -2.51 4.06
C 7.97 -3.59 3.19
C 9.14 -4.36 3.30
C 10.07 -4.05 4.29
N 6.97 -3.92 2.17
O 5.97 -3.20 2.09
O 7.19 -4.90 1.44
H 10.58 -2.76 5.94
H 8.52 -1.38 5.73
H 6.85 -1.90 3.98
H 9.33 -5.20 2.63
H 10.98 -4.65 4.38
C 7.33 -9.72 -2.21
C 8.12 -8.91 -3.02
C 9.02 -8.01 -2.44
C 9.13 -7.94 -1.05
C 8.33 -8.75 -0.23
C 7.42 -9.64 -0.82
N 10.09 -7.01 -0.44
O 10.77 -6.30 -1.20
O 10.18 -7.00 0.80
H 6.63 -10.42 -2.66
H 8.03 -8.97 -4.10
H 9.63 -7.38 -3.09
H 8.39 -8.70 0.85
H 6.80 -10.27 -0.19
*
```



[11]
Density functional theory data (wB97M-V/def2-TZVPD) for a molecular structure, C3H6N2O2 in a non-equilibrium geometry.

**Energy above the lowest of the compared OMol25 structures with the same formula, charge and spin**: 58.50 kcal/mol
**HOMO level**: -9.120 eV

```
! wB97M-V def2-TZVPD RIJCOSX def2/J DEFGRID3
* xyz 0 1
C -0.78 1.92 -0.04
N -0.43 0.51 -0.05
C -1.37 -0.34 0.07
O -2.53 -0.52 0.21
H 0.13 2.50 -0.20
H -1.21 2.23 0.92
H -1.49 2.18 -0.84
N 1.85 -1.49 0.37
C 0.78 -1.35 -0.42
O -0.35 -1.83 -0.06
H 2.74 -1.09 0.12
H 1.69 -1.72 1.34
H 0.98 -1.01 -1.43
*
```



[12]
Density functional theory data (wB97M-V/def2-TZVPD) for C5H4S in the gas phase in a non-equilibrium geometry.

**Energy above the lowest of the compared OMol25 structures with the same formula, charge and spin**: 121.73 kcal/mol
**HOMO level (alpha / beta)**: -8.947 / -8.942 eV

```
! wB97M-V def2-TZVPD RIJCOSX def2/J DEFGRID3
* xyz 0 1
C 0.02 1.02 0.25
C 1.35 1.23 0.54
C -0.20 -0.26 -0.27
C 0.08 -1.30 -1.10
C -1.18 -1.37 -0.37
S 2.50 -0.02 0.63
H -0.68 1.72 0.11
H 1.59 2.24 0.55
H -1.33 -1.95 0.53
H -2.16 -1.31 -0.87
*
```



no.,molecular weight (g mol⁻¹)
1,134.225
2,119.188
3,229.281
4,175.211
5,74.167
6,1136.932
7,752.982
8,196.271
9,101.153
10,1088.551
11,102.093
12,96.154